1.
# C25H49Br3CaClF3MgN8O4S

A molecular structure, C25H49Br3CaClF3MgN8O4S in a non-equilibrium geometry (ωB97M-V/def2-TZVPD, the Open Molecules 2025 dataset).

Summary:
Total charge: +2
Gap between HOMO and LUMO: 1.52 eV

Cartesian coordinates (Å):
C (7.6053, -2.9879, -1.5002)
C (7.5583, -1.7054, -1.0000)
C (6.4834, -0.8183, -1.2312)
N (6.4853, 0.4790, -0.8711)
C (5.2965, 1.0422, -1.2601)
C (4.5342, 0.1169, -1.8691)
C (3.1993, 0.2372, -2.4867)
C (2.1242, -0.5845, -1.7699)
S (0.7605, 0.4951, -1.2966)
C (-0.4303, -0.6370, -0.8756)
N (-1.2995, -0.7768, 0.3985)
N (-2.0275, -1.8237, 0.2439)
C (-1.7409, -2.3476, -0.9549)
O (-0.7958, -1.6846, -1.5822)
N (5.3087, -1.0252, -1.8177)
F (4.9348, -2.2181, -2.2930)
H (7.7049, -3.1290, -2.5691)
H (7.5648, -3.8646, -0.8708)
H (8.3976, -1.3178, -0.4323)
H (7.2536, 0.9392, -0.4175)
H (5.0202, 2.0732, -1.1223)
H (3.2760, -0.1317, -3.5034)
H (2.9587, 1.2932, -2.5290)
H (1.6971, -1.2836, -2.4867)
H (2.4966, -1.1714, -0.9430)
H (-2.2485, -3.2122, -1.3209)
C (3.0816, -2.9221, 1.4599)
C (4.4733, -3.4930, 1.8335)
C (4.6393, -3.9022, 3.3172)
O (4.8261, -2.8058, 4.1907)
C (3.6548, -2.0865, 4.4689)
N (5.5267, -2.5389, 1.4431)
H (2.9448, -1.8868, 1.7606)
H (2.9636, -2.9543, 0.3749)
H (2.2497, -3.5389, 1.8860)
H (4.5983, -4.3991, 1.2326)
H (5.5520, -4.4945, 3.4196)
H (3.8105, -4.5467, 3.6418)
H (2.7796, -2.7246, 4.5525)
H (3.4971, -1.3460, 3.6811)
H (3.7763, -1.5415, 5.4058)
H (6.4323, -2.9814, 1.5801)
H (5.5193, -1.7842, 2.1253)
C (5.8690, 4.5427, -0.9482)
O (4.6809, 4.0987, -1.3600)
H (6.0783, 4.3972, 0.1445)
H (6.7600, 4.0539, -1.4183)
H (6.0642, 5.6210, -1.0877)
C (-2.2145, 1.1709, -0.6303)
C (-2.5654, 1.7726, -1.9943)
C (-2.9787, 3.2233, -1.7806)
N (-4.4516, 3.4036, -1.5291)
C (-5.2247, 3.1480, -2.7960)
C (-6.6962, 3.5203, -2.6588)
C (-6.8878, 4.9756, -2.2159)
C (-6.0871, 5.2548, -0.9490)
C (-4.6283, 4.8471, -1.0944)
C (-4.8935, 2.4619, -0.4440)
H (-3.0801, 0.9540, -0.0108)
H (-1.5696, -0.0295, -0.7503)
H (-1.5504, 1.8283, -0.0733)
H (-3.3043, 1.1812, -2.5336)
H (-1.6684, 1.7476, -2.6226)
H (-2.7416, 3.8450, -2.6517)
H (-2.4457, 3.6368, -0.9258)
H (-4.7410, 3.7471, -3.6008)
H (-5.1193, 2.0958, -3.0443)
H (-7.1923, 3.3609, -3.6206)
H (-7.1868, 2.8531, -1.9510)
H (-7.9448, 5.1754, -2.0487)
H (-6.5706, 5.6683, -3.0206)
H (-6.5393, 4.7429, -0.0992)
H (-6.1353, 6.3191, -0.7136)
H (-4.0987, 4.9568, -0.1499)
H (-4.1328, 5.4641, -1.8480)
H (-4.2361, 2.5424, 0.4364)
H (-4.8792, 1.4577, -0.8555)
H (-5.9034, 2.6993, -0.1366)
Cl (0.2619, -3.0660, 2.2485)
C (0.0259, -5.0923, 4.6805)
Br (-1.7820, -4.3715, 4.3818)
Br (0.8950, -4.0562, 5.9873)
Br (0.1064, -6.9718, 4.9537)
H (0.5012, -4.8581, 3.7266)
Mg (-5.0990, 5.6466, -4.2397)
C (-5.7135, -2.4706, 2.2413)
O (-6.5348, -1.6079, 2.3165)
N (-5.8375, -3.6070, 1.5125)
N (-4.4793, -2.3472, 2.9581)
H (-5.1437, -4.3295, 1.4622)
H (-6.6945, -3.7237, 0.9988)
H (-4.3549, -1.5167, 3.5242)
H (-3.7762, -3.0500, 2.9327)
F (0.0299, -0.7538, -3.6053)
F (-4.5827, 1.7950, 2.0790)
Ca (-2.0499, -2.3675, 2.8113)

Here are the Mulliken charges for atoms 1 to 8, given in e: -0.67, -0.62, 0.58, 0.04, -0.50, 0.39, -1.43, 0.50

***

2.
# C25H49Br3Cl3KLiN6O14PS2

A molecular structure, C25H49Br3Cl3KLiN6O14PS2 in a non-equilibrium geometry (ωB97M-V/def2-TZVPD, the Open Molecules 2025 dataset).

Summary:
Gap between HOMO and LUMO: 1.02 eV

Cartesian coordinates (Å):
N (-2.9255, 6.5733, -1.7710)
C (-1.7969, 5.5223, -1.7131)
O (-1.0689, 5.2881, -0.5981)
C (-1.4927, 4.7344, -3.1216)
C (-0.6521, 3.3116, -2.9237)
C (-0.6100, 2.6369, -4.4542)
C (-1.8496, 2.0594, -5.1107)
C (-3.3813, 1.9247, -4.5325)
C (-3.5749, 0.3438, -4.0409)
C (-2.5169, -0.1164, -2.8740)
S (-3.3166, -0.1721, -1.1626)
C (-2.8503, -1.7837, -0.2683)
S (-3.4439, -3.3153, -0.8197)
N (-1.9707, -1.8012, 0.9620)
C (-2.7581, -2.1120, 2.2142)
C (-1.8615, -2.4968, 3.5297)
O (-0.5761, -3.1525, 3.2457)
C (0.1595, -2.4932, 2.1524)
C (-0.7732, -2.7298, 0.7845)
C (-1.3937, 1.5487, -6.6338)
O (-2.1271, 0.9924, -7.6040)
O (0.0406, 1.8913, -6.7278)
C (0.6316, 2.5031, -5.5164)
O (1.8818, 2.9183, -5.3054)
H (-3.6107, 6.2682, -2.5262)
H (-3.3870, 6.5252, -0.8362)
H (-0.7961, 5.4196, -3.8066)
H (-2.4765, 4.4889, -3.7338)
H (0.4471, 3.5040, -2.5006)
H (-1.2489, 2.6230, -2.1644)
H (-4.1440, 2.0703, -5.4363)
H (-3.6401, 2.6452, -3.6460)
H (-4.6645, 0.1348, -3.6185)
H (-3.3312, -0.3264, -4.9966)
H (-2.1380, -1.2043, -3.1810)
H (-1.5524, 0.5437, -2.7891)
H (-3.3630, -1.1178, 2.4796)
H (-3.5758, -2.9613, 2.0661)
H (-1.6984, -1.5776, 4.2481)
H (-2.4986, -3.2817, 4.1637)
H (1.2668, -2.8500, 2.0173)
H (0.0969, -1.3204, 2.3604)
H (-1.1457, -3.8529, 0.8633)
H (-0.1679, -2.5456, -0.2044)
O (1.5917, 0.7043, 1.1640)
P (2.7601, 1.7147, 1.2693)
N (3.3784, 1.2058, -0.2517)
C (4.7573, 0.9491, -0.6323)
C (2.5831, 1.6313, -1.4091)
N (3.5405, 0.7848, 2.5078)
C (4.8888, 0.2437, 2.4370)
C (2.7146, -0.1726, 3.2617)
N (4.1034, 2.8764, 1.3903)
C (4.0881, 3.5487, 2.7176)
C (4.0542, 3.9981, 0.4285)
H (5.4004, 1.8322, -0.5905)
H (4.8326, 0.5607, -1.6551)
H (5.2118, 0.1685, -0.0272)
H (2.6281, 2.7087, -1.5606)
H (1.5305, 1.3631, -1.2713)
H (2.9007, 1.1492, -2.3400)
H (4.9245, -0.6755, 1.8453)
H (5.2563, -0.0049, 3.4407)
H (5.6137, 0.9615, 2.0455)
H (2.5211, -1.0769, 2.6729)
H (1.7579, 0.2741, 3.5527)
H (3.1980, -0.4771, 4.1963)
H (3.1499, 4.0967, 2.8673)
H (4.9252, 4.2507, 2.8122)
H (4.1994, 2.8502, 3.5510)
H (3.0709, 4.4810, 0.4319)
H (4.2828, 3.6880, -0.5915)
H (4.8148, 4.7536, 0.6627)
K (0.3749, 5.4486, 1.1133)
C (4.7596, -3.3785, 4.6668)
Cl (4.8487, -3.1961, 2.9066)
Cl (6.2114, -4.1862, 5.2828)
Cl (4.5473, -1.8013, 5.4457)
H (3.8926, -3.9998, 4.9051)
O (3.2851, -2.0258, 8.4962)
H (3.6020, -2.1700, 7.6233)
Li (-1.0647, -2.6742, -2.1565)
C (-6.9399, -3.6744, -1.2425)
N (-7.9955, -2.6274, -1.2978)
O (-8.6815, -2.5690, -2.3249)
O (-8.1057, -1.8938, -0.3086)
H (-6.9564, -4.2425, -2.1749)
H (-5.9805, -3.1687, -1.1161)
H (-7.1626, -4.3223, -0.3922)
C (7.2384, 1.7141, -3.6778)
Br (6.2410, 0.0443, -3.6389)
Br (6.0841, 3.2535, -3.3914)
Br (8.7362, 1.6915, -2.4366)
H (7.6585, 1.8123, -4.6842)
C (-5.1573, -4.0134, 5.7707)
O (-6.1461, -3.8295, 6.5208)
O (-4.1453, -4.5385, 6.4469)
O (-4.9889, -3.7899, 4.5512)
H (-4.6693, -4.5412, 7.2735)
O (7.4225, -5.1057, 7.9559)
H (8.2362, -5.4272, 7.6128)
O (-8.2714, -5.1244, -4.3035)
H (-8.5717, -5.9150, -3.7870)
H (-8.4632, -4.2812, -3.8196)
H (-8.6629, -5.1164, -5.2139)

Here are the Mulliken charges for atoms 1 to 8, given in e: -0.51, 0.30, -0.60, -0.52, -0.06, 0.27, 0.16, -0.55

***

3.
# C25H49Cl2F2N2O5PS2

C25H49Cl2F2N2O5PS2 in the gas phase in a non-equilibrium geometry (ωB97M-V/def2-TZVPD, the Open Molecules 2025 dataset).

Summary:
SMILES string: CCCCCCCCCCCCC[C@@](CC(=O)F)(N(F)S(C)(=O)=O)[C@](C[C@H](C)Cl)(O[C@@H](S)CCCN)P(O)Cl
Gap between HOMO and LUMO: 9.02 eV

Cartesian coordinates (Å):
C (-1.5774, -4.8117, -1.2891)
C (-2.6747, -4.4610, -2.3156)
C (-2.4123, -3.1101, -2.9844)
C (-3.6103, -2.5712, -3.7948)
C (-3.2668, -2.0784, -5.2049)
C (-2.7943, -0.6234, -5.2356)
C (-1.4200, -0.3642, -4.6331)
C (-0.2387, -1.0381, -5.3655)
C (0.8039, -1.6762, -4.4554)
C (1.4134, -0.7059, -3.4463)
C (2.0551, -1.4403, -2.2811)
C (2.7543, -0.5275, -1.2658)
C (1.8153, 0.5120, -0.6212)
C (1.4566, 0.2453, 0.8623)
C (0.8006, -1.1686, 0.8462)
C (-0.0541, -1.7351, 1.9396)
O (0.2546, -2.6432, 2.6259)
F (-1.2807, -1.2810, 1.9724)
N (2.7557, 0.1010, 1.5557)
F (3.7214, 0.9945, 1.1431)
S (3.1480, -0.7317, 2.9349)
C (3.4690, -2.3996, 2.4060)
O (2.0387, -0.7532, 3.8328)
O (4.4089, -0.2084, 3.3795)
C (0.5690, 1.4223, 1.4046)
C (1.3105, 2.7986, 1.4361)
C (1.8044, 3.4120, 2.7474)
C (2.5581, 4.6994, 2.4241)
Cl (2.8594, 2.3874, 3.7336)
O (0.0713, 1.0358, 2.6636)
C (-0.8682, 1.8465, 3.3564)
S (-2.5887, 1.4203, 2.9999)
C (-0.5385, 1.7054, 4.8446)
C (-1.3260, 2.6139, 5.7855)
C (-1.2226, 4.1072, 5.4868)
N (-2.4521, 4.6109, 4.8439)
P (-0.9447, 1.9900, 0.3192)
O (-0.1173, 2.6606, -0.9320)
Cl (-1.7553, 0.3409, -0.6631)
H (-0.9994, -3.9247, -1.0259)
H (-0.8673, -5.5248, -1.7028)
H (-1.9855, -5.2277, -0.3722)
H (-2.6212, -5.2163, -3.0987)
H (-3.6538, -4.4788, -1.8443)
H (-1.5850, -3.2516, -3.6782)
H (-2.1225, -2.3936, -2.2163)
H (-4.3550, -3.3609, -3.8896)
H (-4.0623, -1.7529, -3.2341)
H (-4.1746, -2.1280, -5.8066)
H (-2.5164, -2.7210, -5.6656)
H (-2.8418, -0.2018, -6.2410)
H (-3.5181, -0.0547, -4.6443)
H (-1.4161, -0.6723, -3.5862)
H (-1.2238, 0.7087, -4.6172)
H (0.2695, -0.2739, -5.9578)
H (-0.5933, -1.7774, -6.0834)
H (1.6086, -2.0536, -5.0932)
H (0.4109, -2.5429, -3.9255)
H (2.1334, -0.0373, -3.9198)
H (0.5991, -0.0810, -3.0724)
H (1.3315, -2.0819, -1.7761)
H (2.8173, -2.1120, -2.6873)
H (3.5486, -0.0032, -1.7969)
H (3.2591, -1.1493, -0.5277)
H (2.2507, 1.4935, -0.7438)
H (0.8911, 0.4946, -1.1802)
H (0.2495, -1.2683, -0.0834)
H (1.6008, -1.8939, 0.7605)
H (3.3943, -2.4980, 1.3283)
H (4.4915, -2.6054, 2.7012)
H (2.7826, -3.0672, 2.9138)
H (0.6413, 3.5729, 1.0527)
H (2.1438, 2.7935, 0.7420)
H (0.9685, 3.7053, 3.3758)
H (2.7309, 5.2691, 3.3333)
H (3.5012, 4.4839, 1.9301)
H (1.9368, 5.3213, 1.7773)
H (-0.7739, 2.8977, 3.0823)
H (-2.5723, 0.2011, 3.5434)
H (-0.7518, 0.6691, 5.1091)
H (0.5251, 1.8753, 4.9893)
H (-0.9091, 2.4421, 6.7793)
H (-2.3759, 2.3381, 5.8565)
H (-0.3522, 4.2914, 4.8435)
H (-1.0683, 4.6904, 6.3903)
H (-2.3433, 5.5931, 4.6172)
H (-2.5962, 4.1472, 3.9539)
H (-0.7326, 2.7907, -1.6647)

Here are the Mulliken charges for atoms 1 to 8, given in e: -0.72, -0.78, 1.11, -0.99, -0.67, -1.29, 0.32, -0.99

***

no.,HOMO level (eV),LUMO (eV)
1,-10.874,-9.4
2,-4.473,-3.4
3,-8.755,0.3